[1]
A structure of composition C35H35GeN10O2Se2Y. Source: OMol25; level of theory: ωB97M-V with the def2-TZVPD basis set.

Each line ends with the Löwdin charge.
Cartesian coordinates (Å):
Y: 0.3271 -0.5961 -0.2834  1.38
N: -3.6915 1.6859 0.9055  0.15
C: -2.7480 1.0038 0.2764  -0.18
N: -1.6616 0.5326 0.8319  0.03
C: -1.4919 0.7028 2.2152  -0.28
N: -0.5222 0.1729 2.8795  0.10
N: 0.3136 -0.6088 2.0903  -0.10
C: 1.2764 -1.1558 2.7187  -0.04
C: 2.1570 -2.0980 2.0047  -0.25
C: 3.1910 -2.7362 2.6588  0.02
C: 3.9502 -3.6620 1.9518  -0.01
C: 3.6465 -3.9068 0.6254  -0.01
C: 2.6006 -3.2066 0.0383  -0.09
N: 1.8652 -2.3239 0.7109  0.03
C: -2.4613 1.5282 2.9434  -0.10
C: -2.3110 1.8460 4.2969  0.00
C: -3.2548 2.6218 4.9327  -0.04
C: -4.3705 3.0891 4.2310  -0.03
C: -4.5390 2.7848 2.8969  0.00
C: -3.5731 2.0089 2.2671  -0.17
H: -4.4949 2.0049 0.3837  0.17
H: -2.9019 0.8502 -0.7865  0.13
H: 1.4255 -0.9596 3.7777  0.15
H: 3.3927 -2.5177 3.6990  0.13
H: 4.7651 -4.1833 2.4360  0.13
H: 4.2072 -4.6219 0.0403  0.12
H: 2.3563 -3.3473 -1.0090  0.12
H: -1.4436 1.4759 4.8247  0.12
H: -3.1344 2.8705 5.9779  0.12
H: -5.1101 3.6957 4.7360  0.12
H: -5.4020 3.1421 2.3485  0.13
Se: -3.9868 -6.5149 -3.8755  1.20
N: -3.0349 -5.1464 -4.4978  -0.21
C: -2.5870 -4.5027 -3.4517  -0.34
C: -1.7504 -3.3032 -3.5428  -0.07
C: -1.3436 -2.7764 -4.7703  0.05
C: -0.5368 -1.6644 -4.7855  0.01
C: -0.1699 -1.0965 -3.5721  -0.13
N: -0.5684 -1.5672 -2.3940  0.02
C: -1.3363 -2.6782 -2.3757  -0.14
C: -1.7039 -3.2222 -1.0542  -0.14
N: -1.2369 -2.5734 0.0316  0.03
C: -1.5436 -3.0526 1.2346  -0.11
C: -2.3199 -4.1891 1.4269  -0.01
C: -2.7938 -4.8555 0.3208  0.04
C: -2.4840 -4.3689 -0.9482  -0.07
C: -2.9496 -5.0287 -2.1715  -0.34
N: -3.6934 -6.1040 -2.1691  -0.21
H: -1.6615 -3.2650 -5.6824  0.13
H: -0.1767 -1.2358 -5.7094  0.13
H: 0.4909 -0.2415 -3.5527  0.07
H: -1.1613 -2.5035 2.0836  0.10
H: -2.5360 -4.5281 2.4300  0.12
H: -3.4005 -5.7480 0.4077  0.13
O: 2.9283 -1.6639 -3.2711  0.08
C: 3.1952 -0.8889 -2.3874  -0.49
C: 4.5581 -0.2679 -2.1032  -0.05
C: 4.3557 0.5275 -0.8119  -0.05
C: 2.8790 0.3671 -0.5530  -0.53
O: 2.2102 0.8442 0.3924  -0.08
N: 2.2705 -0.4268 -1.4509  -0.01
H: 4.8431 0.3524 -2.9528  0.13
H: 5.3029 -1.0579 -2.0239  0.13
H: 4.6152 1.5837 -0.8837  0.12
H: 4.9069 0.1252 0.0397  0.13
C: 0.1308 6.2103 0.5616  -0.21
Ge: 0.8069 4.3988 0.4518  0.77
C: 0.7522 3.4787 2.1546  -0.20
C: 2.6179 4.4115 -0.2412  -0.20
C: -0.5417 3.5212 -0.7139  -0.54
Se: -0.2421 1.8914 -1.7475  0.89
C: 1.2146 2.4873 -2.8776  -0.33
H: 0.7506 6.8207 1.2181  0.03
H: -0.8914 6.2288 0.9419  0.03
H: 0.1400 6.6594 -0.4326  0.03
H: 1.4466 3.9405 2.8576  0.04
H: 1.0526 2.4409 2.0208  -0.01
H: -0.2482 3.5191 2.5908  0.02
H: 3.2481 4.8990 0.5046  0.04
H: 2.6961 4.9796 -1.1685  0.03
H: 2.9925 3.4004 -0.3835  -0.01
H: -0.9212 4.2494 -1.4308  0.02
H: -1.3792 3.2760 -0.0567  -0.01
H: 1.9926 2.9122 -2.2512  0.01
H: 0.8322 3.2244 -3.5769  0.04
H: 1.6064 1.6300 -3.4184  0.02

## Properties
DFT total energy: -8970.69907 Ha
Relative energy (zero: lowest compared OMol25 entry of this formula, charge and spin): 0.000 eV
Charge: +2
Frontier orbital gap: 0.28108 Eh
LUMO: -5.9 eV

***

[2]
A structure of composition C35H35N3O2RuSbSe4 in a non-equilibrium geometry. Source: OMol25; level of theory: ωB97M-V with the def2-TZVPD basis set.

Each line ends with the Löwdin charge.
Cartesian coordinates (Å):
Ru: 1.6729 -0.0733 -0.1587  0.85
O: 0.6023 1.1908 1.1358  -0.35
C: -0.3833 0.9661 2.0427  -0.50
C: -1.5023 0.0332 1.5069  -0.04
C: -1.1864 -1.1345 0.6159  -0.22
C: -1.9989 -2.2670 0.6637  -0.04
C: -1.9688 -3.1689 -0.3789  -0.07
C: -1.2011 -2.8845 -1.4972  -0.03
C: -0.3999 -1.7550 -1.4761  -0.27
C: 0.3021 -1.2351 -2.6875  -0.12
C: 0.1862 0.3171 -2.7492  -0.52
O: 0.9665 0.9563 -1.8153  -0.38
C: 0.6358 0.8299 -4.1320  -0.13
C: 1.0937 0.0328 -5.1711  -0.04
C: 1.5177 0.5950 -6.3721  -0.10
C: 1.4882 1.9663 -6.5518  -0.12
C: 1.0413 2.7763 -5.5122  -0.09
C: 0.6259 2.2132 -4.3206  -0.01
C: -1.2928 0.7246 -2.5773  -0.14
C: -2.3022 0.2251 -3.3943  -0.03
C: -3.6233 0.6053 -3.2041  -0.10
C: -3.9515 1.5019 -2.1946  -0.11
C: -2.9475 2.0089 -1.3800  -0.08
C: -1.6277 1.6206 -1.5688  -0.03
N: -0.3300 -0.9606 -0.3941  0.08
C: -1.0930 2.3133 2.3275  -0.14
C: -0.6835 3.4516 1.6451  -0.02
C: -1.3270 4.6652 1.8527  -0.09
C: -2.3857 4.7597 2.7444  -0.12
C: -2.7945 3.6264 3.4373  -0.10
C: -2.1482 2.4169 3.2309  -0.04
C: 0.1771 0.4979 3.4055  -0.14
C: -0.3839 -0.4703 4.2273  -0.08
C: 0.1947 -0.8060 5.4481  -0.11
C: 1.3470 -0.1651 5.8712  -0.11
C: 1.9131 0.8132 5.0621  -0.09
C: 1.3326 1.1396 3.8500  -0.08
H: -2.1289 0.6612 0.8637  0.12
H: -2.1672 -0.3065 2.3022  0.10
H: -2.6640 -2.4044 1.5066  0.11
H: -2.5913 -4.0561 -0.3510  0.10
H: -1.2382 -3.5007 -2.3857  0.11
H: -0.1316 -1.7100 -3.5701  0.11
H: 1.3673 -1.4853 -2.6547  0.02
H: 1.1593 -1.0404 -5.0529  0.10
H: 1.8857 -0.0505 -7.1610  0.09
H: 1.8260 2.4049 -7.4831  0.09
H: 1.0307 3.8535 -5.6311  0.09
H: 0.3045 2.8390 -3.4974  0.12
H: -2.0526 -0.4620 -4.1966  0.11
H: -4.3984 0.2029 -3.8467  0.09
H: -4.9832 1.7966 -2.0411  0.09
H: -3.1890 2.7007 -0.5797  0.10
H: -0.8244 1.9593 -0.9233  0.10
H: 0.1428 3.3435 0.9538  0.12
H: -0.9970 5.5440 1.3107  0.09
H: -2.8853 5.7081 2.9036  0.09
H: -3.6144 3.6874 4.1441  0.09
H: -2.4607 1.5426 3.7921  0.11
H: -1.2808 -0.9978 3.9258  0.10
H: -0.2564 -1.5793 6.0597  0.09
H: 1.8097 -0.4344 6.8130  0.09
H: 2.8289 1.3049 5.3660  0.10
H: 1.7888 1.8728 3.1972  0.10
N: 2.0741 -3.2285 -0.2679  -0.02
C: 2.2291 -4.0840 0.8987  -0.33
C: 1.0600 -4.0910 1.8627  -0.30
N: 0.8335 -2.7737 2.4275  0.02
H: 1.4479 -3.6355 -0.9544  0.05
H: 2.9910 -3.1333 -0.7023  -0.06
H: 3.1114 -3.7198 1.4322  0.04
H: 2.4560 -5.1306 0.6398  0.10
H: 1.2967 -4.8613 2.6164  0.10
H: 0.1390 -4.4190 1.3637  0.09
H: 1.6802 -2.3614 2.8068  0.04
H: 0.1405 -2.8085 3.1620  0.04
Se: 5.5755 -3.3779 0.0021  -0.22
Sb: 5.1717 -0.9877 -0.0644  -0.31
Se: 3.3925 -0.1128 1.5509  0.06
Se: 3.4725 -0.4296 -1.8289  0.10
Se: 7.0828 0.4336 -0.2401  -0.31

## Properties
DFT total energy: -11610.46894 Ha
Relative energy (zero: lowest compared OMol25 entry of this formula, charge and spin): 1.669 eV
Charge: -2
<S²>: 0.7662
Multiplicity: 2
Frontier orbital gap (alpha / beta): 0.20739 / 0.20695 Eh
LUMO (alpha / beta): 4.0 / 4.0 eV

***

[3]
A cluster of 7 separate species, C35H35N7 in total in a non-equilibrium geometry. Source: OMol25; level of theory: ωB97M-V with the def2-TZVPD basis set.

Each line ends with the Löwdin charge.
Cartesian coordinates (Å):
N: -9.6154 3.5210 0.1645  0.05
C: -9.6921 4.8768 0.0541  -0.14
C: -8.9188 5.6107 -0.8169  -0.08
C: -8.1525 4.9344 -1.7461  -0.09
C: -8.0438 3.5717 -1.6087  -0.09
C: -8.6690 2.9249 -0.5602  -0.16
H: -10.3307 5.2582 0.8371  0.10
H: -8.8059 6.6848 -0.8203  0.10
H: -7.4816 5.4572 -2.4117  0.11
H: -7.3368 3.0338 -2.2228  0.10
H: -8.4404 1.8885 -0.3603  0.10
N: 0.9710 0.3973 0.9892  0.04
C: 0.9903 1.6586 0.4973  -0.14
C: -0.1641 2.3242 0.0480  -0.10
C: -1.3626 1.6867 0.1458  -0.10
C: -1.4361 0.3681 0.6448  -0.06
C: -0.2247 -0.2796 1.0153  -0.12
H: 1.9332 2.1682 0.3643  0.10
H: -0.1016 3.3900 -0.1151  0.10
H: -2.1839 2.2758 -0.2349  0.10
H: -2.4338 -0.0216 0.7833  0.09
H: -0.2149 -1.1968 1.5854  0.09
N: -8.8659 -5.7679 4.6892  0.06
C: -8.0535 -4.8179 4.1954  -0.16
C: -8.3895 -3.9361 3.1774  -0.09
C: -9.6285 -4.0332 2.6007  -0.08
C: -10.5076 -5.0015 3.0841  -0.09
C: -10.1000 -5.8670 4.0568  -0.13
H: -7.0707 -4.6461 4.6090  0.10
H: -7.6479 -3.2401 2.8140  0.10
H: -9.8806 -3.4661 1.7169  0.10
H: -11.5259 -5.0573 2.7288  0.10
H: -10.7359 -6.5830 4.5564  0.10
N: 3.4487 8.3174 -3.6951  0.04
C: 4.3171 7.4664 -4.3783  -0.10
C: 3.7904 6.2717 -4.9261  -0.09
C: 2.4260 6.0384 -4.9216  -0.09
C: 1.5640 6.8533 -4.1918  -0.09
C: 2.1363 7.9355 -3.6031  -0.17
H: 5.3472 7.7880 -4.4235  0.09
H: 4.5259 5.6395 -5.4011  0.09
H: 2.1496 5.1598 -5.4856  0.10
H: 0.4885 6.7700 -4.2434  0.10
H: 1.5590 8.6907 -3.0905  0.10
N: 6.5992 0.2268 8.5325  0.04
C: 6.5890 -1.1152 8.7611  -0.13
C: 6.0350 -2.0208 7.8112  -0.08
C: 5.3635 -1.5442 6.7007  -0.10
C: 5.3944 -0.1790 6.4413  -0.07
C: 6.0172 0.6748 7.3825  -0.13
H: 7.1494 -1.5491 9.5760  0.09
H: 6.1213 -3.0884 7.9499  0.09
H: 4.8112 -2.1887 6.0328  0.10
H: 4.8038 0.1795 5.6113  0.10
H: 5.9621 1.7511 7.3124  0.09
N: 4.0550 -0.5572 -7.5570  0.06
C: 4.8996 -0.7869 -6.5299  -0.16
C: 4.5298 -0.9105 -5.1952  -0.06
C: 3.1549 -0.7211 -4.9254  -0.09
C: 2.2442 -0.5110 -5.9198  -0.09
C: 2.7582 -0.4214 -7.2038  -0.16
H: 5.9588 -0.8761 -6.7210  0.10
H: 5.2267 -1.1254 -4.3985  0.10
H: 2.7844 -0.8486 -3.9189  0.10
H: 1.1871 -0.3518 -5.7662  0.10
H: 2.0860 -0.0568 -7.9665  0.10
N: 6.6076 -5.3148 1.0200  0.05
C: 5.3918 -5.1329 0.4302  -0.13
C: 4.8813 -5.9597 -0.6131  -0.09
C: 5.6962 -6.9344 -1.1111  -0.09
C: 6.9461 -7.1303 -0.4937  -0.09
C: 7.3854 -6.3456 0.5499  -0.14
H: 4.7442 -4.3543 0.8054  0.09
H: 3.8798 -5.8194 -0.9924  0.10
H: 5.2425 -7.5621 -1.8638  0.10
H: 7.5373 -7.9420 -0.8915  0.09
H: 8.3244 -6.5322 1.0498  0.10

## Properties
DFT total energy: -1737.85480 Ha
Relative energy (zero: lowest compared OMol25 entry of this formula, charge and spin): 2.847 eV
Charge: 0
SMILES string: c1ccncc1.c1ccncc1.c1ccncc1.c1ccncc1.c1ccncc1.c1ccncc1.c1ccncc1
Frontier orbital gap: 0.35552 Eh
LUMO: 0.3 eV